# 1
32
Properties=species:S:1:pos:R:3 method="wB97M-V/def2-TZVPD" de_lowest_kj_mol=0.0 charge=+1 energy_ev=-50000.108
Bi -1.122 0.833 -1.653
N -2.782 0.794 0.224
C -2.736 2.123 0.864
C -1.332 2.709 0.823
O -0.970 3.511 1.653
N -0.555 2.274 -0.217
C 0.818 2.751 -0.306
C 1.654 1.852 -1.206
O 2.854 1.846 -1.163
O 0.958 1.043 -2.015
H -3.738 0.522 0.022
H -2.395 0.095 0.857
H -3.056 2.102 1.904
H -3.397 2.800 0.321
H 1.273 2.775 0.682
H 0.866 3.769 -0.702
I -1.215 -0.235 3.543
I 1.152 0.949 3.376
C 0.901 -2.673 -2.142
P 0.623 -1.968 -0.523
C 0.148 -3.268 0.605
C 2.153 -1.255 0.042
O -0.550 -0.960 -0.576
H 1.690 -3.425 -2.094
H 1.213 -1.882 -2.827
H -0.014 -3.138 -2.508
H 0.928 -4.030 0.644
H -0.785 -3.722 0.272
H 0.008 -2.844 1.600
H 2.880 -2.055 0.198
H 1.984 -0.743 0.989
H 2.542 -0.547 -0.688

***

# 2
25
Properties=species:S:1:pos:R:3 method="wB97M-V/def2-TZVPD" de_lowest_kj_mol=80.3 charge=-1 energy_ev=-14656.212
O -0.691 -2.235 -2.489
C -0.380 -1.758 -1.392
O 0.799 -1.342 -1.103
C -1.446 -1.641 -0.352
C -1.699 -0.135 0.076
C -0.472 0.487 0.901
C -1.036 1.317 2.035
C 0.217 1.561 0.012
H -2.481 -1.890 -0.630
H -1.232 -2.074 0.658
H -1.821 0.638 -0.688
H -2.570 0.105 0.684
H 0.217 -0.307 1.172
H -0.155 1.787 2.538
H -1.483 0.705 2.811
H -1.619 2.235 1.869
H 0.158 2.582 0.365
H 1.321 1.437 -0.083
H -0.145 1.525 -1.073
H 1.984 -0.137 -1.800
H 2.676 1.085 -2.056
O 2.888 0.136 -2.115
H 2.840 -0.822 -0.132
H 1.626 -1.854 0.251
O 2.504 -1.404 0.541

***

# 3
97
Properties=species:S:1:pos:R:3 method="wB97M-V/def2-TZVPD" de_lowest_kj_mol=272.4 smiles=COC[C@H](C)N.COC[C@H](C)N.COC[C@H](C)N.COC[C@H](C)N.COC[C@H](C)N.CO.O.O charge=0 energy_ev=-46623.207
C -0.749 -11.178 7.302
O -0.205 -10.453 6.204
C -0.134 -9.055 6.569
C 0.556 -8.277 5.381
C 2.076 -8.622 5.359
N 0.453 -6.869 5.663
H -1.812 -11.097 7.531
H -0.178 -11.097 8.227
H -0.647 -12.205 6.952
H -1.104 -8.591 6.747
H 0.527 -8.993 7.433
H 0.046 -8.441 4.431
H 2.447 -8.452 6.370
H 2.616 -8.114 4.560
H 2.228 -9.698 5.278
H -0.508 -6.559 5.690
H 0.808 -6.344 4.876
C 4.801 2.012 2.864
O 6.100 2.429 3.332
C 6.291 3.830 3.730
C 5.968 4.859 2.628
C 6.736 4.695 1.284
N 6.062 6.172 3.104
H 4.097 2.320 3.637
H 4.659 0.933 2.812
H 4.566 2.290 1.837
H 5.708 4.132 4.599
H 7.336 4.025 3.971
H 4.920 4.652 2.412
H 6.333 5.342 0.505
H 6.631 3.685 0.888
H 7.754 5.072 1.391
H 7.033 6.449 3.077
H 5.857 6.269 4.088
C 2.280 1.306 -7.719
O 2.177 2.673 -7.982
C 2.313 2.959 -9.370
C 1.819 4.431 -9.509
C 1.937 4.987 -10.899
N 2.689 5.317 -8.741
H 3.171 0.825 -8.124
H 1.391 0.740 -7.998
H 2.281 1.204 -6.634
H 3.354 2.822 -9.663
H 1.807 2.274 -10.050
H 0.842 4.599 -9.055
H 1.652 6.037 -10.827
H 1.301 4.607 -11.698
H 2.957 4.973 -11.284
H 3.625 5.256 -9.116
H 2.634 4.863 -7.841
C -5.643 6.803 -6.270
O -4.618 6.688 -5.312
C -4.369 5.333 -4.912
C -3.232 5.244 -3.882
C -2.802 3.813 -3.736
N -3.710 5.738 -2.535
H -6.127 7.778 -6.330
H -6.490 6.142 -6.087
H -5.364 6.614 -7.306
H -5.304 4.859 -4.615
H -4.078 4.833 -5.836
H -2.353 5.765 -4.263
H -2.265 3.628 -2.806
H -2.115 3.651 -4.566
H -3.652 3.140 -3.846
H -2.975 6.191 -2.010
H -4.437 6.413 -2.726
C -4.121 -3.980 4.288
O -3.437 -3.269 5.325
C -3.514 -1.916 5.189
C -2.445 -1.128 6.015
C -2.590 -1.325 7.556
N -2.378 0.296 5.755
H -5.177 -4.148 4.500
H -3.775 -5.006 4.169
H -4.134 -3.526 3.297
H -3.562 -1.523 4.173
H -4.548 -1.667 5.427
H -1.494 -1.583 5.738
H -1.791 -0.854 8.129
H -2.699 -2.376 7.826
H -3.492 -0.876 7.970
H -3.365 0.458 5.614
H -1.965 0.354 4.835
C -0.331 -1.641 0.078
O -0.001 -2.938 0.584
H -1.321 -1.711 -0.372
H -0.504 -0.896 0.855
H 0.396 -1.300 -0.659
H -0.032 -3.539 -0.164
O -6.719 -1.447 -0.817
H -6.506 -1.299 -1.739
H -6.365 -0.682 -0.364
O 0.017 -6.445 -3.174
H -0.018 -7.399 -3.108
H -0.099 -6.265 -4.107

***

# 4
16
Properties=species:S:1:pos:R:3 method="wB97M-V/def2-TZVPD" de_lowest_kj_mol=261.4 charge=0 energy_ev=-28220.361
C -1.991 -1.634 -0.065
C -2.437 -0.906 -1.274
C 0.031 -0.198 0.518
C 2.441 1.101 0.531
N -0.815 -1.177 0.596
N -3.243 0.001 -0.527
O -2.666 -2.564 0.302
S 1.629 -0.360 1.142
I -5.064 -0.673 -0.043
H -1.676 -0.381 -1.985
H -2.992 -1.443 -1.973
H 0.021 0.759 -0.066
H 2.408 1.167 -0.594
H 3.385 0.953 0.937
H 1.920 1.880 1.007
H -0.452 -1.955 1.133

***

# 5
14
Properties=species:S:1:pos:R:3 method="wB97M-V/def2-TZVPD" de_lowest_kj_mol=10.3 smiles=Nc1c[nH]c(N)c1 charge=0 energy_ev=-8731.572
N 2.459 -0.534 0.175
C 1.137 -0.039 0.138
C 0.704 1.257 0.028
N -0.689 1.231 0.004
C -1.115 -0.063 0.059
N -2.444 -0.420 -0.237
C -0.018 -0.872 0.213
H 3.114 0.135 -0.212
H 2.516 -1.378 -0.386
H 1.252 2.188 -0.005
H -1.270 2.003 -0.277
H -2.472 -1.416 -0.421
H -3.120 -0.200 0.484
H -0.036 -1.939 0.400

***

# 6
27
Properties=species:S:1:pos:R:3 method="wB97M-V/def2-TZVPD" de_lowest_kj_mol=502.2 charge=+1 energy_ev=-25421.312
C -0.840 -4.175 -1.249
C 0.137 -4.015 -0.277
C -1.291 -3.124 -1.995
C 0.593 -2.732 -0.056
C -0.918 -1.778 -1.750
C 0.049 -1.595 -0.755
C -1.486 2.575 0.505
C 0.231 3.705 1.246
C 1.723 1.941 0.618
C 0.639 -0.318 -0.564
C -0.675 1.608 1.158
N -0.910 3.755 0.477
N 0.562 2.227 1.561
S 1.942 0.170 0.445
H -1.111 -5.163 -1.315
H 0.396 -4.981 0.206
H -1.942 -3.318 -2.712
H 1.351 -2.353 0.495
H -1.191 -0.856 -2.289
H -2.405 2.393 0.141
H 0.957 4.314 0.617
H 0.012 4.217 2.091
H 1.480 2.237 -0.307
H 2.577 2.261 1.032
H 0.210 0.533 -1.272
H -0.858 0.545 1.481
H 0.768 1.926 2.467